Here is an isolated molecule of C5H9FS at a distorted geometry from OMol25. Energies are from ωB97M-V with the def2-TZVPD basis set.

Each line ends with the natural charge from an NBO analysis.
Geometry (Å):
F1 -0.7602 -0.4447 -1.7709  -0.3803
C1 -0.9079 -0.8578 -0.4614  0.2058
C2 0.4462 -1.2804 0.0879  -0.4576
C3 1.2681 -0.0437 0.4101  -0.4143
C4 0.1906 1.1296 0.5097  -0.3303
S1 0.5091 2.2870 -0.8561  -0.0700
C5 -1.1799 0.3735 0.4222  -0.4527
H1 -1.6715 -1.5980 -0.5738  0.1834
H2 0.9315 -1.9184 -0.6137  0.2218
H3 0.3915 -1.8750 0.9808  0.2179
H4 2.0380 0.1142 -0.3874  0.2246
H5 1.7932 -0.0555 1.3612  0.2137
H6 0.2939 1.7334 1.4170  0.2328
H7 0.1817 1.4571 -1.9463  0.1579
H8 -1.9891 0.9401 0.0188  0.2293
H9 -1.5352 0.0386 1.4018  0.2180

Calculated values
DFT total energy	-18883.384	eV
energy above the lowest of the compared OMol25 structures with the same formula, charge and spin	0.455	eV
gap between HOMO and LUMO	0.3526	hartree


Here is C32H29AgCl5N3OTe as an isolated structure at a distorted geometry from OMol25. Energies are from ωB97M-V with the def2-TZVPD basis set.

Each line ends with the Löwdin charge.
Geometry (Å):
Ag1 -1.2561 0.8762 2.5873  0.6321
C1 2.0058 1.6312 4.2159  -0.0455
C2 2.0471 0.7566 2.9601  -0.7877
O1 3.1081 0.2135 2.6459  -0.0920
N1 0.9003 0.6738 2.3227  -0.3388
Te1 0.7236 -0.5931 0.6153  1.5882
C3 1.5718 -1.9911 -0.9978  -0.2937
C4 2.7849 -2.6316 -0.7641  -0.3145
C5 3.7005 -2.3074 0.3902  -0.0900
C6 3.2114 -3.6247 -1.6507  -0.0308
C7 2.4565 -4.0018 -2.7443  -0.2837
C8 2.9205 -5.0787 -3.6814  -0.0645
C9 1.2390 -3.3561 -2.9507  -0.0284
C10 0.7949 -2.3623 -2.0933  -0.3020
C11 -0.5177 -1.6825 -2.3695  -0.0758
C12 0.9531 1.0514 -0.7124  -0.3374
C13 -0.1496 1.6981 -1.2615  -0.3210
C14 -1.5729 1.2822 -1.0267  -0.0884
C15 0.0620 2.7912 -2.0995  -0.0245
C16 1.3314 3.2499 -2.4003  -0.2724
C17 1.5378 4.4353 -3.2955  -0.0571
C18 2.4136 2.5813 -1.8457  -0.0173
C19 2.2482 1.4890 -1.0079  -0.2731
C20 3.4643 0.8073 -0.4547  -0.0596
H1 2.9351 2.1936 4.2820  0.0666
H2 1.9454 0.9822 5.0889  0.0656
H3 1.1524 2.3072 4.2197  0.0458
H4 3.2776 -1.6058 1.1073  0.0103
H5 4.6277 -1.8624 0.0230  0.0825
H6 3.9725 -3.2213 0.9208  0.0792
H7 4.1646 -4.1095 -1.4693  0.1114
H8 3.9146 -5.4301 -3.4120  0.0670
H9 2.9592 -4.7186 -4.7097  0.0743
H10 2.2467 -5.9355 -3.6642  0.0748
H11 0.6239 -3.6378 -3.7972  0.1104
H12 -1.0271 -2.1452 -3.2122  0.0763
H13 -0.3688 -0.6225 -2.5933  0.0668
H14 -1.1798 -1.7338 -1.4994  0.0476
H15 -1.7703 1.0365 0.0237  0.0106
H16 -1.8334 0.4065 -1.6289  0.0587
H17 -2.2467 2.0937 -1.2997  0.0817
H18 -0.7989 3.3056 -2.5078  0.1122
H19 0.5885 4.8957 -3.5611  0.0697
H20 2.0429 4.1474 -4.2191  0.0769
H21 2.1533 5.1914 -2.8083  0.0770
H22 3.4200 2.9246 -2.0592  0.1144
H23 4.3427 1.4346 -0.5987  0.0813
H24 3.6320 -0.1386 -0.9729  0.0680
H25 3.3665 0.5862 0.6099  0.0351
N2 -4.7669 -3.2922 -1.2596  0.1566
C21 -4.1974 -3.1012 -0.2737  -0.1828
C22 -3.4969 -2.8620 0.9558  -0.1991
C23 -3.2126 -3.9198 1.8331  -0.0098
C24 -2.5342 -3.6369 3.0024  -0.0446
C25 -2.1623 -2.3165 3.2430  -0.1128
N3 -2.4314 -1.3088 2.4015  -0.0042
C26 -3.0862 -1.5699 1.2811  -0.1121
H26 -3.5176 -4.9295 1.5910  0.1201
H27 -2.2847 -4.4140 3.7079  0.1049
H28 -1.6154 -2.0538 4.1399  0.1128
H29 -3.2865 -0.7342 0.6212  0.1179
Cl1 -4.6813 1.0068 3.4214  0.5917
C27 -4.0374 2.4593 2.6638  -0.7182
C28 -2.6696 2.5677 2.4780  -0.2752
C29 -2.2493 3.7555 1.8962  -0.7301
Cl2 -0.5423 4.0012 1.6350  0.6425
C30 -3.1188 4.7661 1.5009  -0.7177
Cl3 -2.5404 6.2196 0.7629  0.6396
C31 -4.4859 4.6018 1.6984  -0.7185
Cl4 -5.5903 5.8410 1.2206  0.6417
C32 -4.9562 3.4365 2.2919  -0.7226
Cl5 -6.6556 3.2312 2.5438  0.6333

Calculated values
DFT total energy	-114077.225	eV
energy above the lowest of the compared OMol25 structures with the same formula, charge and spin	0.358	eV
<S²>	0.7623
gap between HOMO and LUMO (spin up / spin down)	0.2049 / 0.2552	hartree
net charge	-1
2S+1	2


Here is C3H7NO3S as an isolated structure at a distorted geometry from OMol25. Energies are from ωB97M-V with the def2-TZVPD basis set.

Each line ends with the natural charge from an NBO analysis.
Geometry (Å):
C1 0.1345 -3.7540 0.3925  -0.1594
C2 -0.1193 -2.3927 -0.3246  0.1158
C3 0.6370 1.0559 -2.5700  -0.8541
N1 -0.9180 -1.6066 -0.7700  -0.5334
O1 2.7187 -1.5586 -0.2123  -0.8427
O2 1.6289 -2.8240 -2.1682  -0.8714
O3 1.5518 -3.8134 0.2313  -0.6707
S1 1.6930 -2.4157 -0.7867  2.1797
H1 -0.1450 -3.7071 1.4595  0.2122
H2 -0.3823 -4.5568 -0.0435  0.2104
H3 0.6090 0.4753 -1.5982  0.2029
H4 0.2342 0.2946 -3.1800  0.2225
H5 0.0075 1.8450 -2.3363  0.2097
H6 1.6470 1.3500 -2.6308  0.2178
H7 -1.8339 -1.8334 -0.4153  0.3608

Calculated values
DFT total energy	-21689.409	eV
energy above the lowest of the compared OMol25 structures with the same formula, charge and spin	2.564	eV
gap between HOMO and LUMO	0.4130	hartree


Here is an isolated molecule of C3H4N2O at a distorted geometry from OMol25. Energies are from ωB97M-V with the def2-TZVPD basis set.

Each line ends with the natural charge from an NBO analysis.
Geometry (Å):
O1 -1.7541 1.3914 0.2715  -0.6492
C1 -0.8992 0.4008 -0.0692  0.4199
C2 0.0732 0.0823 0.8522  -0.3070
N1 1.0042 -0.5943 0.0938  -0.5090
C3 0.4994 -0.7003 -1.1507  0.1912
N2 -0.6838 -0.1237 -1.2913  -0.4785
H1 -1.1075 1.7148 0.9406  0.4908
H2 -0.1092 -0.1364 1.8941  0.2260
H3 1.9307 -0.8405 0.3951  0.4189
H4 1.0463 -1.1940 -1.9362  0.1969

Calculated values
DFT total energy	-8202.340	eV
energy above the lowest of the compared OMol25 structures with the same formula, charge and spin	1.546	eV
gap between HOMO and LUMO	0.3401	hartree


Here is C30H54ClIrPSi as an isolated structure at a distorted geometry from OMol25. Energies are from ωB97M-V with the def2-TZVPD basis set.

Each line ends with the Löwdin charge.
Geometry (Å):
Ir1 0.0000 0.0000 0.0000  1.0952
Cl1 -2.2246 0.3878 0.4211  0.0699
P1 0.1110 0.2883 -2.1943  0.8895
C1 -0.6929 1.4790 2.9118  -0.0590
H1 0.0949 2.1383 2.5583  0.0458
H2 -1.6033 1.9533 3.2741  0.0662
C2 1.5283 -0.6346 -2.9973  -0.3870
C3 0.1545 2.0907 -2.6497  -0.4171
C4 2.9186 -0.0276 -2.7432  -0.2005
H3 1.4969 -1.6031 -2.4715  0.0969
C5 4.0188 -0.9731 -3.2446  -0.1888
H4 2.9928 0.9403 -3.2532  0.1027
H5 3.0543 0.1776 -1.6800  0.0679
C6 3.8484 -1.3172 -4.7284  -0.2035
H6 5.0000 -0.5176 -3.0673  0.1114
H7 3.9875 -1.9001 -2.6527  0.1197
C7 2.4479 -1.8773 -4.9989  -0.1889
H8 3.9923 -0.4075 -5.3286  0.1143
H9 4.6147 -2.0337 -5.0474  0.1083
C8 1.3612 -0.9114 -4.5039  -0.2008
H10 2.3095 -2.0682 -6.0701  0.1115
H11 2.3315 -2.8425 -4.4852  0.1182
H12 1.4593 0.0379 -5.0447  0.1094
H13 0.3715 -1.3125 -4.7321  0.0679
C9 -1.4203 -0.4332 -2.9999  -0.4106
C10 0.5601 2.4657 -4.0911  -0.2101
H14 -0.9083 2.3557 -2.5294  0.1180
C11 0.2453 3.9486 -4.3411  -0.1920
H15 1.6345 2.3079 -4.2224  0.1053
H16 0.0511 1.8408 -4.8288  0.0813
C12 0.9939 4.8432 -3.3446  -0.2032
H17 0.5149 4.2150 -5.3703  0.1113
H18 -0.8373 4.1093 -4.2413  0.1168
C13 0.6925 4.4364 -1.8967  -0.1937
H19 2.0744 4.7519 -3.5269  0.1146
H20 0.7327 5.8956 -3.5074  0.1080
C14 0.9622 2.9445 -1.6548  -0.2265
H21 1.2885 5.0369 -1.1996  0.1116
H22 -0.3632 4.6433 -1.6717  0.1177
H23 2.0321 2.7373 -1.7942  0.1148
H24 0.7195 2.6747 -0.6240  0.0621
C15 -1.5478 -1.9627 -3.1323  -0.1914
H25 -2.1908 -0.1120 -2.2846  0.0614
C16 -2.9828 -2.3240 -3.5519  -0.1876
H26 -0.8441 -2.3353 -3.8877  0.1040
H27 -1.3086 -2.4649 -2.1895  0.0878
C17 -3.3795 -1.6372 -4.8643  -0.2016
H28 -3.0757 -3.4130 -3.6448  0.1122
H29 -3.6720 -2.0090 -2.7558  0.1194
C18 -3.1877 -0.1190 -4.7719  -0.1880
H30 -2.7568 -2.0341 -5.6795  0.1148
H31 -4.4202 -1.8761 -5.1140  0.1086
C19 -1.7568 0.2368 -4.3472  -0.2082
H32 -3.4124 0.3525 -5.7361  0.1113
H33 -3.8917 0.2971 -4.0405  0.1186
H34 -1.0583 -0.1140 -5.1161  0.1024
H35 -1.6515 1.3207 -4.2686  0.0865
C20 0.1679 -1.8031 -0.1587  -0.4820
C21 -0.5569 0.1520 2.8997  -0.3210
H36 0.2816 -2.3460 -1.1091  0.0225
C22 -1.5948 -0.8234 3.3650  -0.2378
H37 0.3664 -0.2892 2.5230  0.0408
C23 -1.1354 -2.2877 3.2535  -0.2095
H38 -1.8775 -0.6032 4.4031  0.1159
H39 -2.4905 -0.7002 2.7394  0.0647
C24 -1.1241 -2.8203 1.8136  -0.2137
H40 -0.1316 -2.3849 3.6874  0.1086
H41 -1.8036 -2.9126 3.8589  0.1048
C25 0.2226 -2.6606 1.0721  -0.2926
H42 -1.3669 -3.8897 1.8248  0.1027
H43 -1.9145 -2.3257 1.2318  0.0771
H44 0.9877 -2.2916 1.7684  0.0831
H45 0.5603 -3.6592 0.7473  0.1039
C26 5.8931 -0.1186 2.0712  -0.1984
Si1 4.2290 0.6328 2.4377  0.3702
C27 3.5609 -0.0730 4.0387  -0.1891
C28 4.3652 2.4842 2.6353  -0.1947
C29 3.0003 0.2631 1.1608  -0.1903
C30 1.9913 0.1780 0.5139  -0.3078
H46 6.5868 0.1196 2.9049  0.0377
H47 6.2891 0.3003 1.1254  0.0333
H48 5.7867 -1.2187 1.9837  0.0368
H49 4.2559 0.1572 4.8721  0.0367
H50 2.5704 0.3820 4.2530  0.0323
H51 3.4432 -1.1697 3.9417  0.0353
H52 4.7423 2.9345 1.6959  0.0341
H53 3.3662 2.9026 2.8689  0.0341
H54 5.0628 2.7185 3.4680  0.0376

Calculated values
DFT total energy	-64507.499	eV
energy above the lowest of the compared OMol25 structures with the same formula, charge and spin	0.000	eV
<S²>	8.7692
gap between HOMO and LUMO (spin up / spin down)	0.2292 / 0.2198	hartree
2S+1	6


Here is C30H48AsCdN2O4PS5SeSi2 as an isolated structure at a distorted geometry from OMol25. Energies are from ωB97M-V with the def2-TZVPD basis set.

Each line ends with the Löwdin charge.
Geometry (Å):
Cd1 -0.4487 -0.6620 -0.8468  1.0511
O1 2.5126 1.5691 -3.1610  0.1130
C1 1.8307 0.8387 -2.2644  -0.4841
O2 0.6339 0.9805 -2.1449  -0.1361
C2 2.6376 -0.1165 -1.4752  -0.2573
C3 4.0223 -0.0702 -1.4718  -0.0499
C4 4.7040 -1.0155 -0.6765  -0.1008
C5 4.0045 -1.9916 -0.0497  -0.0314
C6 2.5652 -2.0449 -0.1760  -0.2386
N1 1.9095 -1.0056 -0.7997  0.0502
C7 1.8680 -3.1100 0.3041  -0.4361
O3 2.5082 -4.2534 0.7898  -0.0281
O4 0.4888 -3.2000 0.2389  -0.4683
H1 1.8502 2.0423 -3.6951  0.1225
H2 4.5570 0.6795 -2.0312  0.0938
H3 5.7830 -0.9673 -0.5952  0.0946
H4 4.4836 -2.7387 0.5622  0.0976
H5 2.8420 -4.7587 0.0375  0.0930
S1 -5.7932 -2.8499 -5.4286  0.3978
C8 -4.5849 -2.3352 -4.4289  -1.5307
S2 -4.8455 -1.3780 -3.0140  0.8474
C9 -3.1884 -1.3503 -2.4296  -1.2296
C10 -2.2628 -1.9716 -3.2114  -1.2169
S3 -0.5832 -2.1780 -2.9156  0.4353
S4 -2.9135 -2.7293 -4.6651  0.8463
S5 -2.9785 -0.5953 -0.8995  0.3544
C11 -2.0672 4.0490 1.4883  -0.1153
C12 -1.8496 2.6221 0.9836  -0.5421
C13 -2.5217 1.6009 1.9035  -0.1575
P1 -0.1200 2.0003 0.5993  1.0559
C14 0.6919 1.6888 2.2747  -0.5623
C15 0.5610 2.6911 3.4194  -0.1140
C16 2.1565 1.3351 2.0177  -0.1244
C17 0.7989 3.4648 -0.1501  -0.5241
C18 0.0252 3.9220 -1.3853  -0.1276
C19 1.1859 4.6688 0.7113  -0.1127
H6 -3.1351 4.2037 1.6541  0.0736
H7 -1.7465 4.7763 0.7475  0.0496
H8 -1.5477 4.2430 2.4249  0.0552
H9 -2.3369 2.5372 0.0005  0.0959
H10 -2.1164 1.6376 2.9150  0.0582
H11 -2.3821 0.5922 1.5072  -0.0221
H12 -3.5937 1.7897 1.9542  0.0779
H13 0.1873 0.7583 2.5898  0.0323
H14 1.0271 3.6453 3.1904  0.0529
H15 1.0488 2.2811 4.3060  0.0673
H16 -0.4819 2.8624 3.6700  0.0468
H17 2.7334 2.2131 1.7315  0.0658
H18 2.2328 0.6037 1.2146  0.0465
H19 2.6091 0.9088 2.9128  0.0697
H20 1.7313 2.9953 -0.4972  0.0896
H21 -0.8430 4.5135 -1.1106  0.0678
H22 -0.3294 3.0725 -1.9657  0.0277
H23 0.6528 4.5462 -2.0220  0.0824
H24 0.3286 5.0991 1.2197  0.0529
H25 1.6030 5.4398 0.0597  0.0749
H26 1.9393 4.4117 1.4540  0.0500
C20 0.3168 -1.2064 4.9234  -0.2409
Si1 0.3642 -2.6607 3.6470  0.2388
C21 2.1638 -3.3256 3.6937  -0.2124
C22 -0.6566 -3.9767 4.6536  -0.2543
As1 -0.7759 -2.0162 1.7291  0.8697
Si2 -0.2924 -4.6138 -0.2248  0.4194
C23 0.6122 -5.3952 -1.7175  -0.1556
C24 -0.2585 -5.7885 1.2820  -0.1573
C25 -2.0932 -4.2516 -0.6854  -0.1924
H27 0.4576 -1.5579 5.9413  0.0143
H28 -0.6608 -0.7311 4.8684  0.0097
H29 1.0693 -0.4516 4.7221  -0.0019
H30 2.5327 -3.4667 4.7063  0.0199
H31 2.8411 -2.6510 3.1798  0.0141
H32 2.2170 -4.2804 3.1834  -0.0002
H33 -0.2906 -4.1159 5.6669  0.0083
H34 -0.6661 -4.9497 4.1741  -0.0102
H35 -1.6870 -3.6336 4.7168  0.0086
H36 1.5905 -5.8084 -1.4813  0.0126
H37 0.7254 -4.6595 -2.5103  -0.0086
H38 -0.0063 -6.2042 -2.0951  0.0279
H39 0.7097 -5.7742 1.7691  0.0119
H40 -0.4788 -6.8064 0.9820  0.0217
H41 -1.0004 -5.4791 2.0112  0.0045
H42 -2.2125 -4.3544 -1.7590  0.0151
H43 -2.4029 -3.2427 -0.4173  -0.0504
H44 -2.7623 -4.9558 -0.2000  0.0295
Se1 -1.7975 1.6108 -4.1997  0.5310
C26 -1.6761 3.4551 -4.4162  -0.7993
C27 -2.7122 4.3282 -4.0609  -0.1566
C28 -2.5437 5.6784 -4.2525  -0.2140
N2 -1.4475 6.2432 -4.7574  -0.0029
C29 -0.4628 5.4108 -5.0899  -0.2192
C30 -0.5247 4.0457 -4.9534  -0.1793
H45 -3.6276 3.9392 -3.6409  0.0819
H46 -3.3361 6.3781 -3.9987  0.0828
H47 0.4253 5.8871 -5.5008  0.0831
H48 0.3028 3.4196 -5.2601  0.0705

Calculated values
DFT total energy	-253033.256	eV
energy above the lowest of the compared OMol25 structures with the same formula, charge and spin	4.872	eV
gap between HOMO and LUMO	0.1700	hartree
net charge	-2


Here is H2NO3PS as an isolated structure at a distorted geometry from OMol25. Energies are from ωB97M-V with the def2-TZVPD basis set.

Each line ends with the natural charge from an NBO analysis.
Geometry (Å):
N1 -0.0290 0.6197 -0.7367  -1.1636
O1 4.2262 1.5399 -0.1841  -1.1254
O2 4.6803 -0.8213 -1.1436  -1.1499
O3 3.1831 -0.6281 0.9609  -1.1083
P1 3.9630 0.0569 -0.1444  2.3813
S1 -1.1109 0.7432 0.4665  0.0892
H1 1.0009 0.5145 -0.5050  0.3191
H2 -1.4648 2.3031 1.2179  -0.2423

Calculated values
DFT total energy	-27788.755	eV
energy above the lowest of the compared OMol25 structures with the same formula, charge and spin	2.025	eV
gap between HOMO and LUMO	0.2116	hartree
net charge	-2